No. 1
Entry from OMol25: a 5-piece molecular cluster, CH12O4S2 overall at a distorted geometry (ωB97M-V with the def2-TZVPD basis set).

SMILES = CSS.O.O.O.O
HOMO = -8.1 eV
Gap between HOMO and LUMO = 8.51 eV
Energy above the lowest of the compared OMol25 structures with the same formula, charge and spin = 31.24 kcal/mol
Spin multiplicity = 1
LUMO level = 0.0147 hartree

Element x y z (Å)
H 0.18671 0.14225 -2.80747
O -0.08979 -0.19599 -1.95091
H -2.34282 2.91654 0.34900
O 0.46703 2.16402 -0.92825
H 3.17972 -1.30618 1.52643
C -0.71962 -0.85309 1.16115
H -3.89719 -0.67348 -0.75656
S 2.39849 -0.30542 1.04152
O -3.12634 -0.10084 -1.24034
S 0.84048 -1.64639 0.51665
H 0.41119 1.41181 -1.50756
H -3.26534 0.77591 -0.76132
H -0.76668 -0.75263 2.23528
H -1.01514 -0.00102 -2.00231
O -1.96229 2.02585 0.50971
H -0.83563 0.03716 0.66581
H 1.32010 2.24612 -0.50994
H -1.22057 1.95787 -0.12169
H -1.56908 -1.55118 0.67099

***

No. 2
Entry from OMol25: C31H35BN5O6V as an isolated structure (ωB97M-V with the def2-TZVPD basis set).

HOMO (alpha / beta) = -10.9 / -11.0 eV
Gap between HOMO and LUMO (alpha / beta) = 6.98 / 7.62 eV
Energy above the lowest of the compared OMol25 structures with the same formula, charge and spin = 1.98 kcal/mol
Total charge = +1
Spin multiplicity = 2
LUMO level (alpha / beta) = -0.1442 / -0.1235 hartree

Element x y z (Å)
H -3.02673 2.58049 -6.31765
H 0.09807 0.13386 6.55167
H 1.31434 -3.74144 -0.55793
H -4.20816 2.04375 -5.11961
N 0.12441 -2.76729 2.68545
H -3.40673 1.76193 -3.00788
C 3.22447 -1.03276 -0.13553
C 0.12026 0.13979 3.17890
C 1.82046 -0.21096 5.31750
H 4.52224 -1.65478 -1.72844
C -0.43376 -3.82123 2.11413
C 5.40192 0.30028 0.88644
C -0.74201 -6.35505 2.61439
O 0.69297 1.40040 -1.48323
H -2.07342 -1.21748 2.54665
C 2.15193 -3.16561 -0.16850
C 3.09087 -0.32390 1.05230
H -2.64631 0.44996 2.79286
C 5.52833 -0.42438 -0.28979
H -0.58773 4.68682 -4.43213
H 3.36093 -0.56098 3.86629
C 0.47955 0.05709 5.54334
H -2.39733 5.95839 -4.78650
H 6.47432 -0.46111 -0.81066
C 4.42813 -1.09539 -0.80739
C -3.25108 3.95446 -4.64548
H -1.37153 1.85857 0.74060
H -3.61526 5.58155 -6.00087
H -3.99778 5.14295 -2.98271
B -0.15062 0.43569 -0.96250
C -1.39531 1.64740 -2.31132
O -1.43861 0.54917 -1.45834
H 0.83185 -2.07155 -2.28092
C -0.82201 3.82172 -3.83071
C 1.81960 -1.67743 -2.04385
N 1.78363 -0.30645 1.57951
H -4.61162 3.35883 -6.22110
O -0.34486 -6.88868 1.62594
C -3.80578 2.91801 -5.63232
C 0.21076 3.25341 -3.08243
N 0.55828 -3.19199 3.87035
V 0.34950 -0.99547 0.56402
H 2.56595 -2.28870 -2.55422
H 2.49107 -0.34664 6.15582
H 0.56453 -5.00052 4.98458
O -1.47768 -7.01726 3.52803
H -4.78758 3.56946 -3.13490
N -0.69097 0.27142 1.96904
O -1.71265 -4.40093 0.20166
C 0.26713 -4.49144 4.08262
C -0.72494 1.71590 1.60401
C 4.18960 0.35910 1.55885
C 2.31964 -0.31577 4.02312
N 2.01686 -1.73363 -0.57457
C -2.41650 2.19485 -3.04325
C -1.05261 -3.60139 0.78114
H -1.99663 4.90644 -6.15720
C 1.47318 -0.12489 2.93452
C -4.37016 4.40588 -3.69624
C -2.77526 5.17049 -5.44008
H 3.08052 -3.56851 -0.57608
H 4.08926 0.96532 2.44837
H 1.89862 -0.64688 -2.37998
H 0.28200 2.05807 1.37442
O -0.78041 -2.35466 0.31307
C -0.38190 -4.94655 2.95623
H 2.18536 -3.23691 0.91742
H -1.12401 2.28775 2.44482
C -0.11327 2.15796 -2.32443
H -2.56185 -0.22119 1.15508
C -0.37878 0.22767 4.46063
H 1.21292 3.65797 -3.09855
C -2.08229 -0.21228 2.13303
H 6.25128 0.84066 1.28134
C -2.12547 3.32028 -3.82695
H -5.18114 4.86172 -4.26627
H -1.42822 0.42339 4.63536
H 1.02097 -2.53798 4.48752
H -1.80676 -6.41878 4.20948

***

No. 3
Entry from OMol25: C16H32BO12Ti as an isolated structure at a distorted geometry (ωB97M-V with the def2-TZVPD basis set).

HOMO (alpha / beta) = -5.0 / -9.5 eV
Gap between HOMO and LUMO (alpha / beta) = 4.78 / 9.11 eV
Energy above the lowest of the compared OMol25 structures with the same formula, charge and spin = 9.22 kcal/mol
Spin multiplicity = 4
LUMO level (alpha / beta) = -0.0075 / -0.0138 hartree

Element x y z (Å)
H -3.31180 2.27506 -2.31633
C -2.56411 0.37906 -3.00389
H -1.92176 -3.90236 1.30403
H -3.67465 -3.90347 1.80429
O 3.48778 1.48791 1.57750
C -2.89884 -1.95548 1.28092
H -2.95181 1.59808 -4.71987
C -2.67197 1.46518 -1.95763
H 1.58530 3.43641 0.88091
O 0.66852 -2.58364 -1.17818
H 3.61169 -3.72324 0.05389
C 1.67418 -1.90771 0.87575
C -1.79445 2.99347 1.44393
H 1.21855 -0.90797 0.89175
O 2.48985 0.58519 -0.44883
C 2.15476 1.33976 -1.46898
H -2.60859 2.44091 0.96522
O 3.29439 3.25178 -2.48405
H -1.76879 2.64007 2.47838
H 0.68405 3.47612 2.42060
H -3.56972 -0.06022 -3.06783
H -1.69738 1.92903 -1.77725
C -2.72058 -3.37418 1.81426
O 4.73426 0.01645 0.25142
C 2.63178 -3.81636 -0.41291
O 4.12762 2.22335 -0.65937
H -0.55194 2.91075 -0.33445
H 0.62370 -3.45993 -1.56978
C 3.25690 2.41056 -1.64265
H -2.48154 -3.32966 2.88929
H -3.77089 -0.93129 2.97705
O -1.67915 -1.22408 1.40172
H -2.01820 0.14345 -5.08746
H 2.57488 -1.81274 1.48455
H -4.25312 -0.29440 1.39938
H 2.81332 -4.20690 -1.41883
C -0.47342 2.75912 0.73575
C 5.15751 -0.11996 1.50989
H 1.02630 -2.61554 1.39729
O -1.60555 -0.59312 -2.55018
O 1.14745 1.20995 -2.11058
H 2.00580 -4.51242 0.14871
H 2.58881 -1.82774 -1.13593
H -4.94087 -1.80829 2.00864
H 0.42629 4.70635 1.21651
C -2.16961 0.93278 -4.34915
O -0.07462 1.37523 0.90613
C -4.03232 -1.20907 1.95124
O 4.46107 1.02055 3.55220
H -1.25702 1.52757 -4.27310
H 0.06909 1.25235 1.85104
O 5.96762 -0.90408 1.88997
H -1.56413 -1.28104 -3.22140
C 4.34891 0.87267 2.37705
H -1.48972 -1.13263 2.34207
H -3.10662 -2.05865 0.21395
B 3.72448 1.08167 0.17473
C 1.95990 -2.44787 -0.50192
Ti -0.42237 -0.62282 -0.58216
H -3.04973 1.09391 -1.00476
H -2.03739 4.05530 1.46552
C 0.61792 3.63685 1.34197

***

No. 4
Entry from OMol25: a single C4H7N3 molecule (ωB97M-V with the def2-TZVPD basis set).

HOMO = -7.9 eV
Gap between HOMO and LUMO = 8.56 eV
Energy above the lowest of the compared OMol25 structures with the same formula, charge and spin = 79.83 kcal/mol
Spin multiplicity = 1
LUMO level = 0.0235 hartree

Element x y z (Å)
N -2.05931 -1.36334 -0.03719
H -2.90908 -1.06701 -0.50335
H -0.43330 -0.41011 -2.36826
H -2.26194 -1.48596 0.94814
C 0.96390 0.43620 0.49356
C -1.02226 -0.38425 -0.11078
H 2.87951 0.37494 1.15324
H 1.62770 0.71800 -1.52693
H -1.34910 0.68770 0.11185
N 0.91104 0.33758 -0.91229
C -0.17327 -0.05500 1.10273
H 1.92313 1.37553 1.94861
C -0.22688 -0.20186 -1.32305
N 2.12986 1.03759 1.02373